12
Properties=species:S:1:pos:R:3:forces:R:3:nbo_charge:R:1 method="wB97M-V/def2-TZVPD" gap_ev=10.76 charge=+1 de_lowest_kj_mol=42.7 lumo_ha=-0.1380 e_tot_ev=-17572.9766
C 2.6206 0.4369 -0.2358 -0.459 1.691 0.138 0.39
C -1.3542 -1.3806 -0.3984 0.764 0.750 0.825 -0.30
C -0.5406 -0.5597 0.1920 2.813 0.344 1.461 -0.07
N -0.8137 0.8584 0.3719 -1.651 2.916 -4.047 -0.73
O 1.6926 1.1022 -0.5311 0.921 -1.025 -0.152 -0.57
S 3.9082 -0.2186 0.2900 0.007 -0.498 -0.179 0.20
H -1.2360 -2.4044 -0.3139 0.550 -1.859 -0.307 0.25
H -2.1773 -1.0085 -0.8830 -2.184 0.663 -0.986 0.21
H 0.4770 -0.7448 0.6323 -1.519 -0.507 -0.265 0.23
H -0.0796 1.5077 0.0412 1.230 -0.889 1.057 0.47
H -1.0820 1.1304 1.3257 -0.476 -0.014 -0.517 0.46
H -1.4152 1.2811 -0.4909 0.004 -1.571 2.972 0.46